The following is a DFT calculation (wB97M-V/def2-TZVPD) of an isolated molecule of C22H16F3NO2 at a distorted geometry.

CARTESIAN COORDINATES (ANGSTROEM)
C -0.565 -0.844 3.172
C -1.593 2.168 -1.402
H -0.884 3.336 -3.971
H -1.073 -4.820 -0.236
C -2.449 1.669 -2.407
C -4.305 -1.274 2.527
C -3.019 -0.181 -0.950
C -1.148 1.501 2.883
C -0.197 -3.361 2.702
H -3.811 0.047 -2.933
C 0.128 -0.558 4.351
H 0.665 1.002 5.752
C -1.021 -4.074 0.547
N -3.455 -0.308 1.971
H -3.562 -1.105 -0.802
F -5.681 -3.196 2.117
C -0.436 1.789 4.063
C -0.321 -4.357 1.725
F -6.346 -1.200 1.335
C -3.174 0.475 -2.157
F -4.801 -2.380 0.299
H -1.003 3.074 -1.560
C -1.632 -2.825 0.325
H 0.123 -5.346 1.890
H -2.224 4.296 -3.263
O -2.662 2.259 -3.610
O -4.536 -1.393 3.717
H -0.704 1.789 0.508
C -1.434 1.447 -0.217
H 0.585 -1.379 4.891
C -2.123 -0.438 1.380
C -5.280 -2.036 1.535
C -1.610 -1.894 1.344
H -0.408 2.821 4.409
H -2.330 3.714 -4.944
C -0.790 -2.117 2.474
H -3.473 0.495 2.614
C -2.176 0.299 0.051
C -1.971 3.475 -3.944
C -1.184 0.186 2.447
H -1.639 2.286 2.302
H -2.064 -2.590 -0.650
H 0.390 -3.495 3.612
C 0.186 0.764 4.797

Values from the calculation:
M = 383.37 g mol⁻¹
SMILES string = COc1ccc(C2(NC(=O)C(F)(F)F)c3ccccc3-c3ccccc32)cc1
DFT total energy = -1352.7757 Eh
HOMO-LUMO gap = 8.74 eV
2S+1 = 1
largest force on an atom = 0.04244 hartree/bohr
net charge = 0

The following is a DFT calculation (wB97M-V/def2-TZVPD) of a cluster of 2 separate species, C7H13N2O in total at a distorted geometry.

CARTESIAN COORDINATES (ANGSTROEM)
H -3.051 1.284 -0.282
C 0.123 0.794 0.424
C 0.930 -1.990 -1.191
C -2.188 0.579 -0.240
H 0.477 2.849 1.086
H 1.638 2.322 -0.133
H -1.572 1.568 1.588
H -1.369 -0.242 1.526
C -0.112 0.878 -1.043
H -1.665 1.169 -2.286
H 1.483 -4.656 0.395
H -2.488 -0.386 -0.334
N -1.372 0.815 -1.424
H 1.800 1.915 1.475
H 0.723 -0.101 0.704
C 1.107 1.990 0.730
C -1.259 0.738 0.951
H 0.084 -4.457 -0.618
O 0.433 -1.127 -1.799
H 0.705 1.356 -1.665
H 2.709 -3.011 -0.682
N 1.075 -4.260 -0.439
C 1.554 -3.083 -0.851

Values from the calculation:
M = 141.19 g mol⁻¹
DFT total energy = -458.9300 Eh
HOMO-LUMO gap = 7.69 eV
2S+1 = 1
relative energy (zero: lowest compared OMol25 entry of this formula, charge and spin) = 90.3 kcal/mol
largest force on an atom = 0.08560 hartree/bohr
net charge = +1

The following is a DFT calculation (wB97M-V/def2-TZVPD) of an isolated molecule of C4H4N2 at a distorted geometry.

CARTESIAN COORDINATES (ANGSTROEM)
H -1.277 -2.004 0.135
C -0.494 1.241 0.090
N 1.364 -0.232 -0.064
C -0.765 -1.062 0.023
C 0.877 0.936 0.029
N 0.574 -1.229 0.021
H -2.543 0.323 -0.093
H 1.689 1.685 -0.034
C -1.391 0.209 -0.082
H -0.791 2.279 -0.066

Values from the calculation:
M = 80.09 g mol⁻¹
SMILES string = c1ccnnc1
DFT total energy = -264.2711 Eh
HOMO-LUMO gap = 9.66 eV
2S+1 = 1
relative energy (zero: lowest compared OMol25 entry of this formula, charge and spin) = 34.7 kcal/mol
largest force on an atom = 0.06929 hartree/bohr
net charge = 0

The following is a DFT calculation (wB97M-V/def2-TZVPD) of a structure of composition C10H21AgNO8 at a distorted geometry.

CARTESIAN COORDINATES (ANGSTROEM)
H -20.551 5.095 2.924
C -19.963 2.296 5.707
O -17.937 0.793 10.692
H -20.022 6.143 4.221
H -21.398 0.645 5.790
Ag -19.048 1.392 8.740
H -21.345 2.405 7.235
H -17.938 -3.043 8.727
H -22.038 2.036 4.993
O -18.232 4.072 9.582
C -19.287 -1.388 8.354
H -16.817 0.328 13.789
C -20.813 5.443 3.932
H -20.758 0.970 4.236
O -17.231 2.779 8.082
H -18.971 1.847 5.820
O -18.525 -0.678 7.621
C -17.296 3.830 8.804
H -21.785 5.930 3.959
H -21.369 2.008 9.051
C -19.762 3.569 4.919
O -18.481 1.887 12.561
H -16.588 5.550 7.763
H -19.480 3.115 3.951
H -19.003 4.279 5.251
O -20.816 2.105 9.823
C -18.992 -2.830 8.584
O -20.978 4.294 4.731
C -16.264 4.923 8.607
O -20.151 -0.762 9.018
H -17.068 -0.895 12.476
H -20.213 3.559 7.190
C -17.852 0.999 11.933
H -15.884 0.373 12.253
H -15.249 4.600 8.369
H -19.312 -3.311 7.642
H -16.290 5.677 9.395
N -20.348 2.550 7.161
C -21.117 1.478 5.142
C -16.849 0.149 12.719
H -19.703 -3.324 9.247

Values from the calculation:
M = 391.14 g mol⁻¹
DFT total energy = -1197.2036 Eh
⟨S²⟩ = 0.757
HOMO-LUMO gap (alpha / beta) = 5.58 / 5.48 eV
2S+1 = 2
relative energy (zero: lowest compared OMol25 entry of this formula, charge and spin) = 5.7 kcal/mol
largest force on an atom = 0.07924 hartree/bohr
net charge = -2

The following is a DFT calculation (wB97M-V/def2-TZVPD) of a cluster of 2 separate species, C2H2FO3P in total at a distorted geometry.

CARTESIAN COORDINATES (ANGSTROEM)
C 0.434 0.206 -0.120
O -0.502 -2.304 0.874
H -1.286 1.483 -1.874
F 1.629 0.814 -0.557
P 0.674 -1.405 0.619
O 2.049 -1.958 0.897
H -2.152 1.208 -0.378
O 0.489 0.109 1.344
C -1.334 1.847 -0.804

Values from the calculation:
M = 124.01 g mol⁻¹
DFT total energy = -744.2001 Eh
HOMO-LUMO gap (alpha / beta) = 6.37 / 6.37 eV
2S+1 = 1
relative energy (zero: lowest compared OMol25 entry of this formula, charge and spin) = 110.3 kcal/mol
largest force on an atom = 0.04272 hartree/bohr
net charge = -2

The following is a DFT calculation (wB97M-V/def2-TZVPD) of an isolated molecule of C4H3Cl2NO2 at a distorted geometry.

CARTESIAN COORDINATES (ANGSTROEM)
H -1.962 -0.962 -0.157
O 1.361 -2.143 0.502
Cl 3.094 -0.062 0.416
C 0.527 -0.009 0.052
H -0.664 1.651 -0.282
H -2.897 0.772 -0.031
C -0.765 0.670 -0.076
C -1.985 0.136 -0.007
Cl 1.679 2.447 0.007
N 0.457 -1.393 0.055
O -0.496 -1.847 -0.587
C 1.652 0.741 0.108

Values from the calculation:
M = 167.98 g mol⁻¹
SMILES string = C=CC(=C(Cl)Cl)[N+](=O)[O-]
DFT total energy = -1279.6552 Eh
HOMO-LUMO gap = 8.21 eV
2S+1 = 1
relative energy (zero: lowest compared OMol25 entry of this formula, charge and spin) = 30.4 kcal/mol
largest force on an atom = 0.09520 hartree/bohr
net charge = 0

The following is a DFT calculation (wB97M-V/def2-TZVPD) of an isolated molecule of C3H5NO at a distorted geometry.

CARTESIAN COORDINATES (ANGSTROEM)
C 1.350 1.487 1.002
H -2.010 -0.927 -0.478
C 0.980 -0.653 -0.030
C -1.292 -0.180 -0.630
O -0.351 -1.295 -0.141
H 1.489 1.801 2.010
H -1.538 0.422 0.121
H -1.252 0.149 -1.688
H 1.638 -1.113 -0.904
N 0.987 0.310 0.738

Values from the calculation:
M = 71.08 g mol⁻¹
DFT total energy = -247.1037 Eh
HOMO-LUMO gap = 8.18 eV
2S+1 = 1
relative energy (zero: lowest compared OMol25 entry of this formula, charge and spin) = 127.7 kcal/mol
largest force on an atom = 0.11110 hartree/bohr
net charge = 0

The following is a DFT calculation (wB97M-V/def2-TZVPD) of a structure of composition C10H11P at a distorted geometry.

CARTESIAN COORDINATES (ANGSTROEM)
C 1.241 -2.030 -0.141
H -0.143 0.523 2.427
H 0.236 0.218 -2.138
H -0.790 -2.113 -0.849
C -1.858 -0.414 0.816
H 3.082 -1.984 1.038
H 0.349 3.243 0.278
H -1.052 -1.114 -2.930
C 1.675 -0.572 1.726
H -1.053 3.934 -0.642
P -3.277 0.206 0.873
C 0.371 -0.107 1.752
H 2.372 -0.238 2.469
H -1.424 2.794 0.611
H 1.454 -2.786 -0.930
H -1.475 -1.707 -3.230
C -0.635 3.075 -0.023
C -0.051 -1.632 -0.192
C -0.251 0.955 -1.577
C 2.135 -1.446 0.774
C -0.420 1.919 -0.904
C -0.485 -0.724 0.790

Values from the calculation:
M = 162.17 g mol⁻¹
DFT total energy = -728.7999 Eh
HOMO-LUMO gap = 8.25 eV
2S+1 = 1
relative energy (zero: lowest compared OMol25 entry of this formula, charge and spin) = 110.5 kcal/mol
largest force on an atom = 0.07535 hartree/bohr
net charge = 0